(1)
ORCA calculation (the ωB97M-V functional and the def2-TZVPD basis) on 2 unconnected molecules or ions with the total composition C5H8O2.

Element x y z (Å)
O (0.681, -1.735, -0.780)
O (1.214, -0.998, 1.957)
C (-0.071, 0.688, -0.799)
C (0.613, -0.480, -1.421)
C (-1.360, 1.295, -0.391)
C (0.010, -0.956, 2.049)
C (1.231, 0.735, -0.847)
H (0.571, -0.650, -2.499)
H (-1.984, 0.567, 0.140)
H (-1.210, 2.167, 0.253)
H (1.208, -1.628, 0.029)
H (-0.488, -0.448, 2.895)
H (2.149, 1.247, -0.594)
H (-1.927, 1.612, -1.274)
H (-0.639, -1.416, 1.283)

Forces on the atoms, in the same order (eV/Å):
0.14 -0.01 0.20
-0.58 -0.01 0.10
0.22 0.02 0.01
-0.08 0.10 -0.39
-0.02 0.01 0.03
0.38 0.00 0.04
-0.19 0.07 0.07
0.01 0.05 0.15
0.10 0.09 -0.08
-0.01 -0.12 -0.10
-0.09 -0.06 -0.13
0.09 -0.06 -0.01
-0.14 -0.07 -0.05
0.08 -0.07 0.11
0.06 0.05 0.07

Computed properties:
SMILES   CC1=C[C@H]1O.C=O
Orbital gap   9.8 eV
Lowest unoccupied orbital energy   0.54 eV

=====

(2)
ORCA calculation (the ωB97M-V functional and the def2-TZVPD basis) on a single C5H8O2 molecule at a distorted geometry.

Element x y z (Å)
O (0.595, -1.035, 0.812)
O (-0.203, 0.805, -1.295)
C (-0.727, -1.085, 0.306)
C (-1.452, 0.121, 0.852)
C (1.510, -0.320, -0.003)
C (-1.137, 0.023, -0.617)
C (0.972, 1.004, -0.540)
H (2.395, -0.124, 0.615)
H (1.790, -0.966, -0.841)
H (-1.124, -2.096, 0.250)
H (-1.975, -0.172, -1.287)
H (-0.651, 0.496, 1.487)
H (1.704, 1.447, -1.222)
H (-2.477, 0.178, 1.209)
H (0.782, 1.723, 0.272)

Forces on the atoms, in the same order (eV/Å):
0.09 -0.31 -0.18
-0.01 0.04 0.03
0.10 -0.17 -0.02
-0.07 0.05 0.15
0.18 0.01 -0.23
-0.05 -0.18 0.04
0.24 -0.01 0.16
-0.17 -0.13 -0.13
0.13 0.13 -0.13
0.04 0.22 -0.05
0.16 -0.03 0.33
-0.83 0.80 0.07
-0.07 -0.09 0.14
0.21 -0.16 -0.10
0.06 -0.17 -0.08

Computed properties:
SMILES   C1CO[C@@H]2C[C@@H]2O1
Orbital gap   10.3 eV
Lowest unoccupied orbital energy   1.08 eV

=====

(3)
ORCA calculation (the ωB97M-V functional and the def2-TZVPD basis) on 2 unconnected molecules or ions with the total composition C5H8O2 at a distorted geometry.

Element x y z (Å)
O (0.374, 1.652, -1.745)
O (0.731, -1.280, -1.474)
C (-1.033, 2.181, 0.229)
C (-0.303, 1.893, -0.821)
C (0.216, -1.128, -0.214)
C (-1.084, -1.336, -0.014)
C (1.217, -0.832, 0.867)
H (-1.377, 1.354, 0.836)
H (1.924, -1.664, 0.941)
H (1.789, 0.077, 0.643)
H (-1.502, -1.334, 0.987)
H (1.391, -0.594, -1.646)
H (-1.748, -1.542, -0.847)
H (-1.283, 3.211, 0.454)
H (0.743, -0.688, 1.840)

Forces on the atoms, in the same order (eV/Å):
-0.64 0.23 0.83
0.05 0.14 -0.09
0.04 -0.06 -0.08
0.51 -0.05 -0.56
-0.25 -0.11 0.28
0.10 0.02 -0.03
0.04 0.01 0.01
-0.02 0.16 -0.09
-0.01 0.11 -0.01
-0.05 -0.10 -0.05
0.11 0.04 -0.10
-0.04 -0.13 0.08
0.12 -0.02 0.08
0.09 -0.17 -0.07
-0.03 -0.06 -0.17

Computed properties:
SMILES   C=C(C)O.C=C=O
Orbital gap   9.9 eV
Lowest unoccupied orbital energy   0.80 eV

=====

(4)
ORCA calculation (the ωB97M-V functional and the def2-TZVPD basis) on a single C5H8O2 molecule at a distorted geometry.

Element x y z (Å)
O (0.175, 1.645, -0.889)
O (-0.754, 1.338, 1.451)
C (-0.617, 0.499, -0.792)
C (1.100, -0.952, -0.034)
C (-0.998, 0.391, 0.699)
C (0.181, -0.762, -1.214)
C (0.714, -0.688, 1.237)
H (2.170, -0.919, -0.202)
H (0.015, 2.087, -0.025)
H (-1.547, 0.599, -1.378)
H (1.268, 0.139, 1.682)
H (-0.488, -1.597, -1.429)
H (-1.766, -0.359, 0.957)
H (0.078, -1.166, 1.957)
H (0.767, -0.538, -2.119)

Forces on the atoms, in the same order (eV/Å):
0.01 0.04 -0.09
-0.58 -0.16 -0.35
-0.12 -0.26 0.01
0.19 0.17 0.12
-0.60 0.69 -0.07
-0.24 -0.28 0.12
1.10 -0.39 0.26
0.03 0.99 -0.36
0.30 0.10 -0.29
0.11 0.03 0.04
1.08 -0.81 0.77
-0.12 -0.05 -0.03
0.22 -0.05 0.04
-1.10 0.12 -0.47
-0.28 -0.15 0.32

Computed properties:
SMILES   C=CC[C@H](O)C=O
Orbital gap   8.3 eV
Lowest unoccupied orbital energy   -0.33 eV

=====

(5)
ORCA calculation (the ωB97M-V functional and the def2-TZVPD basis) on a single C5H8O2 molecule.

Element x y z (Å)
O (-2.029, -0.032, 0.873)
O (2.186, 0.233, -0.688)
C (0.109, 1.338, -0.016)
C (1.261, 0.371, 0.372)
C (-0.364, -1.085, -0.815)
C (0.234, -0.797, 0.566)
C (-0.755, 0.104, -0.040)
H (2.566, -0.652, -0.602)
H (1.781, 0.653, 1.297)
H (-1.051, -1.928, -0.865)
H (0.209, 1.898, -0.951)
H (-1.426, -0.703, 1.419)
H (-2.733, -0.511, 0.399)
H (0.169, -0.900, -1.749)
H (-0.158, 2.012, 0.801)

Forces on the atoms, in the same order (eV/Å):
-0.07 -0.27 -0.08
0.13 -0.22 0.02
-0.05 0.12 -0.02
0.03 0.19 0.24
-0.17 -0.09 -0.28
0.23 0.05 0.02
-0.05 -0.05 0.05
0.01 0.15 -0.06
-0.10 -0.08 -0.18
0.11 0.17 0.06
-0.01 -0.08 0.14
-0.16 0.14 -0.08
0.10 0.12 0.12
-0.07 -0.03 0.16
0.05 -0.09 -0.11

Computed properties:
Orbital gap   8.0 eV
Lowest unoccupied orbital energy   0.32 eV

=====

(6)
ORCA calculation (the ωB97M-V functional and the def2-TZVPD basis) on a molecular structure, C5H8O2.

Element x y z (Å)
O (1.616, 0.264, -0.245)
O (1.487, -1.655, 0.914)
C (-1.034, -0.796, -0.859)
C (-0.901, -0.708, 0.662)
C (2.125, -0.682, 0.391)
C (-0.553, 1.831, -0.238)
C (-0.516, 0.360, -0.110)
H (-1.609, -0.740, 1.485)
H (-1.963, -0.650, -1.420)
H (-0.336, -1.478, -1.336)
H (-0.254, 2.329, 0.688)
H (0.296, -1.322, 0.839)
H (3.222, -0.721, 0.535)
H (-1.585, 2.124, -0.477)
H (0.095, 2.155, -1.054)

Forces on the atoms, in the same order (eV/Å):
0.13 -0.33 0.21
-0.15 0.16 -0.19
0.14 -0.01 -0.28
-0.10 0.42 -0.02
-0.10 0.08 -0.09
0.11 -0.06 0.03
-0.23 -0.26 0.15
0.13 0.06 -0.15
0.15 0.04 0.24
-0.04 0.06 -0.02
-0.04 -0.11 -0.12
0.08 -0.05 0.19
-0.12 0.16 -0.08
0.14 -0.14 0.04
-0.11 -0.03 0.10

Computed properties:
Orbital gap   9.5 eV
Lowest unoccupied orbital energy   0.53 eV

=====

(7)
ORCA calculation (the ωB97M-V functional and the def2-TZVPD basis) on 2 unconnected molecules or ions with the total composition C5H8O2.

Element x y z (Å)
O (0.984, -0.266, -1.007)
O (-1.134, 1.034, 1.508)
C (2.070, 1.273, 0.610)
C (-0.272, 0.759, 0.759)
C (-1.406, -1.845, -0.323)
C (0.852, 0.571, 0.086)
C (-2.260, -0.842, -0.502)
H (-1.357, -2.390, 0.617)
H (1.839, 1.809, 1.535)
H (-2.289, -0.274, -1.430)
H (-0.693, -2.128, -1.090)
H (1.293, 0.271, -1.750)
H (2.450, 2.005, -0.115)
H (2.862, 0.545, 0.818)
H (-2.937, -0.522, 0.285)

Forces on the atoms, in the same order (eV/Å):
0.05 0.16 -0.16
0.62 -0.19 -0.54
0.12 0.07 0.04
-0.31 0.21 0.45
-0.13 0.11 -0.03
-0.13 0.18 0.31
0.04 -0.19 -0.01
-0.08 0.06 -0.13
0.07 -0.06 -0.13
0.00 -0.13 0.09
-0.15 0.01 0.10
-0.08 -0.10 0.07
-0.02 -0.10 0.09
-0.07 0.09 -0.02
0.06 -0.10 -0.14

Computed properties:
SMILES   CC(O)=C=O.C=C
Orbital gap   9.0 eV
Lowest unoccupied orbital energy   0.68 eV

=====

(8)
ORCA calculation (the ωB97M-V functional and the def2-TZVPD basis) on a single C5H8O2 molecule at a distorted geometry.

Element x y z (Å)
O (0.031, 0.842, 1.391)
O (-0.506, -1.321, -0.783)
C (0.728, 1.390, 0.210)
C (0.174, -0.259, -1.483)
C (-0.142, -0.510, 1.467)
C (-0.055, 1.121, -1.081)
C (-0.448, -1.457, 0.543)
H (-0.142, -0.909, 2.532)
H (-0.562, -2.516, 0.819)
H (-1.082, 1.332, -0.905)
H (1.736, 1.052, 0.230)
H (0.755, 2.449, 0.307)
H (-0.095, -0.587, -2.502)
H (1.251, -0.388, -1.345)
H (0.392, 1.685, -1.930)

Forces on the atoms, in the same order (eV/Å):
0.65 0.58 -1.19
-0.31 0.41 -1.01
-2.06 -0.24 0.50
0.12 -3.11 -0.70
-0.50 -1.95 1.17
1.28 0.45 0.27
1.07 0.91 1.17
0.08 0.84 -1.40
-0.07 0.72 0.25
-0.94 0.54 -0.13
0.85 -0.68 -0.31
-0.10 0.88 0.79
0.22 0.95 0.14
0.22 -0.55 -0.21
-0.49 0.26 0.67

Computed properties:
SMILES   C1=COCCCO1
Orbital gap   9.0 eV
Lowest unoccupied orbital energy   0.96 eV

=====

(9)
ORCA calculation (the ωB97M-V functional and the def2-TZVPD basis) on a single C5H8O2 molecule.

Element x y z (Å)
O (-2.041, 0.412, 0.833)
O (2.327, 0.229, -0.261)
C (1.084, 0.288, 0.383)
C (-0.970, 0.176, -0.010)
C (0.098, -0.861, 0.280)
C (-0.720, -0.913, -0.993)
C (0.067, 1.280, -0.208)
H (-0.244, -0.694, -1.947)
H (2.885, -0.345, 0.277)
H (0.000, -1.659, 1.014)
H (-0.108, 2.188, 0.371)
H (1.189, 0.522, 1.453)
H (-2.413, -0.440, 1.094)
H (-1.436, -1.730, -1.036)
H (0.282, 1.545, -1.250)

Forces on the atoms, in the same order (eV/Å):
-0.71 0.00 -0.42
0.35 -0.08 0.08
-0.10 0.08 0.18
0.34 -0.16 0.14
0.08 -0.04 0.34
-0.15 0.01 -0.20
0.02 0.06 0.05
-0.17 0.04 0.07
0.09 0.07 -0.24
0.11 0.11 -0.14
0.11 -0.17 0.01
0.17 -0.07 -0.14
-0.01 0.17 -0.04
0.11 0.09 0.13
-0.23 -0.10 0.16

Computed properties:
SMILES   O[C@H]1C[C@@]2(O)C[C@@H]12
Orbital gap   9.7 eV
Lowest unoccupied orbital energy   0.79 eV

=====

(10)
ORCA calculation (the ωB97M-V functional and the def2-TZVPD basis) on a molecular structure, C5H8O2 at a distorted geometry.

Element x y z (Å)
O (0.469, 0.987, -1.465)
O (-1.087, 0.744, 2.209)
C (1.248, 1.040, -0.375)
C (-1.126, -0.352, 1.400)
C (0.798, -0.306, -1.756)
C (-1.841, -0.497, 0.288)
C (1.750, -0.347, -0.588)
H (-1.695, 1.406, 1.853)
H (-1.780, -1.411, -0.288)
H (0.867, 1.551, 0.506)
H (1.551, -1.026, 0.245)
H (1.015, -0.509, -2.804)
H (-0.478, -1.133, 1.788)
H (-2.479, 0.297, -0.094)
H (2.789, -0.444, -0.920)

Forces on the atoms, in the same order (eV/Å):
-0.78 0.57 -0.68
-0.17 0.16 -0.10
0.28 0.15 0.70
-0.10 -0.28 -0.23
0.29 -0.24 -0.29
0.10 0.04 0.20
0.28 -0.33 0.21
0.09 -0.05 0.10
0.01 0.10 0.13
0.15 -0.06 -0.11
0.02 0.00 -0.17
-0.10 -0.09 0.13
-0.10 0.08 -0.07
0.10 -0.08 0.07
-0.09 0.02 0.11

Computed properties:
Orbital gap (alpha / beta)   8.7 / 8.4 eV
Lowest unoccupied orbital energy (alpha / beta)   0.82 / 0.70 eV

=====

(11)
ORCA calculation (the ωB97M-V functional and the def2-TZVPD basis) on a molecular structure, C5H8O2.

Element x y z (Å)
O (2.466, -0.790, -1.120)
O (-0.403, -0.398, -1.088)
C (0.323, 1.222, 0.416)
C (-0.880, 0.828, -0.453)
C (-1.685, -0.065, 0.525)
C (0.662, 0.040, 0.935)
C (-0.387, -0.878, 0.291)
H (1.988, 0.036, -0.970)
H (-1.882, 0.315, 1.530)
H (1.466, -0.252, 1.598)
H (-2.567, -0.520, 0.067)
H (-1.322, 1.547, -1.143)
H (0.756, 2.205, 0.545)
H (1.772, -1.326, -1.524)
H (-0.307, -1.962, 0.389)

Forces on the atoms, in the same order (eV/Å):
-0.04 -0.06 -0.19
0.02 0.00 -0.08
0.06 -0.08 0.14
-0.17 0.35 -0.11
-0.19 0.02 0.13
-0.04 0.19 0.02
0.02 -0.35 0.22
0.19 -0.10 0.01
0.03 -0.06 -0.19
-0.13 0.08 -0.08
0.15 0.05 0.03
0.04 -0.09 0.14
-0.07 -0.14 -0.01
0.16 0.01 -0.05
-0.02 0.19 0.04

Computed properties:
Orbital gap   10.6 eV
Lowest unoccupied orbital energy   0.95 eV

=====

(12)
ORCA calculation (the ωB97M-V functional and the def2-TZVPD basis) on a single C5H8O2 molecule.

Element x y z (Å)
O (-0.076, -2.581, -0.440)
O (1.263, -0.557, -1.383)
C (-0.174, 1.839, -0.531)
C (0.384, -1.841, 0.398)
C (0.931, -0.475, -0.022)
C (-0.209, 0.523, 0.194)
C (-1.233, 0.166, 0.966)
H (-1.174, -0.695, 1.614)
H (-1.112, 2.377, -0.361)
H (0.725, -1.299, -1.713)
H (0.640, 2.462, -0.138)
H (0.379, -2.116, 1.469)
H (1.840, -0.223, 0.544)
H (-0.007, 1.723, -1.604)
H (-2.175, 0.696, 1.008)

Forces on the atoms, in the same order (eV/Å):
0.37 0.10 0.42
-0.05 0.03 -0.12
0.02 0.00 -0.05
-0.02 -0.25 -0.24
-0.03 -0.02 0.17
-0.26 -0.04 0.18
-0.03 0.12 0.08
-0.25 -0.22 -0.16
0.16 -0.10 -0.08
0.11 0.10 -0.17
-0.08 -0.13 -0.07
0.07 0.02 -0.16
-0.19 0.01 -0.06
0.00 -0.05 0.12
0.18 0.41 0.14

Computed properties:
SMILES   C=C(C)[C@H](O)C=O
Orbital gap   10.7 eV
Lowest unoccupied orbital energy   0.81 eV

=====

Relative energy (zero: lowest compared OMol25 entry of this formula, charge and spin) for the records above, in order: 339.4, 238.8, 178.5, 364.7, 600.2, 344.0, 273.6, 215.4, 231.9, 528.0, 281.9, 146.5 kJ/mol